DFT (ωB97M-V/def2-TZVPD) results for C17H23ClNbO4 as an isolated structure.

The calculation puts the total energy at -1479.31618 a.u. As for the largest force on an atom: 0.053 Eh/bohr.

The geometry in ORCA input format:
```
! RIJCOSX wB97M-V def2-TZVPD def2/J DEFGRID3
* xyz -1 1
C 2.82850 -1.39625 0.44903
C 1.49219 -1.01757 -0.42153
Nb 0.54388 0.99314 0.07527
C -1.26510 -0.08427 1.04092
C -2.28242 -0.75201 -0.06146
C -2.47994 -2.39881 0.13327
Cl -2.19471 -3.32692 -1.48886
H 3.79388 -1.51224 -0.24039
H 3.08294 -0.65826 1.32050
H 2.65736 -2.47388 0.92636
H 1.82988 -0.96230 -1.56201
H 0.68788 -1.85436 -0.22079
H -0.24080 0.95463 -1.58728
H -0.22414 2.62925 0.39092
H 1.26263 1.07516 1.73317
H 2.00837 1.86966 -0.60144
H -0.86402 -0.86196 1.81849
H -1.87626 0.74726 1.63417
H -2.03081 -0.50613 -1.17790
H -3.35998 -0.29370 0.15911
H -1.73697 -2.81413 0.95641
H -3.61730 -2.60874 0.41071
C 7.44073 0.38111 2.60129
C 6.65404 0.48357 1.52568
C 5.83725 1.68967 1.28607
O 5.11541 1.78348 0.30289
C 5.92468 2.77816 2.27972
C 6.71137 2.67570 3.35533
C 7.52816 1.46961 3.59494
O 8.25000 1.37579 4.57812
H 8.04567 -0.49683 2.79239
H 6.57952 -0.30579 0.78732
H 5.31974 3.65611 2.08862
H 6.78589 3.46506 4.09370
C -5.24411 -0.94104 -2.62143
C -6.32080 -1.61497 -2.20562
C -7.67354 -1.03163 -2.30059
O -8.65935 -1.64695 -1.91841
C -7.79048 0.32384 -2.87403
C -6.71379 0.99777 -3.28984
C -5.36105 0.41443 -3.19487
O -4.37524 1.02975 -3.57705
H -4.24476 -1.35400 -2.55823
H -6.25166 -2.61034 -1.78340
H -8.78983 0.73681 -2.93723
H -6.78293 1.99314 -3.71206
*
```

Atom charges from the natural (NBO) analysis, given in e for atoms 1 to 8: -0.628 -1.013 1.960 -1.004 -0.445 -0.354 -0.151 0.190


DFT (ωB97M-V/def2-TZVPD) results for C17H23F5IrNO2P2S as an isolated structure.

The energy relative to the best compared isomer or geometry (same formula, charge and spin) is 0.678 eV. The calculation puts the total energy at -2550.12389 a.u. As for the largest force on an atom: 0.078 Eh/bohr. The expectation value of S² is 8.777.

The geometry in ORCA input format:
```
! RIJCOSX wB97M-V def2-TZVPD def2/J DEFGRID3
* xyz 3 6
Ir 0.07502 -0.07464 -0.12195
P -2.15367 0.19076 -0.54240
C -2.05603 0.40078 -2.34469
C -0.84694 1.17210 -2.71554
N 0.26382 1.01551 -1.97760
C 1.49390 1.43673 -2.32247
C 1.59988 2.17835 -3.49333
C 0.48558 2.44691 -4.30060
C -0.74645 1.91617 -3.89322
C 2.68003 1.06529 -1.48448
P 2.30361 -0.36592 -0.48975
H -1.62370 1.97400 -4.47105
H 2.59304 2.60643 -3.73558
H 0.56901 3.02912 -5.21679
H 3.53290 0.88245 -2.14055
H 2.96968 1.90450 -0.86272
H -1.78912 -0.75026 -2.91573
H -2.97981 0.87709 -2.69936
H -1.13141 -2.43039 -2.66356
O -1.45997 -1.95061 -3.50551
H -2.25847 -2.18149 -3.96320
H -0.19454 -2.10764 -0.92091
O -0.57742 -2.77912 -1.51303
H -0.00360 -3.53625 -1.72017
C 2.74151 -1.80410 -1.52234
H 3.74788 -1.70908 -1.90737
H 2.65459 -2.71007 -0.92244
H 2.05072 -1.85216 -2.35223
C 3.52358 -0.37134 0.89227
H 3.37460 -1.27185 1.51552
H 4.55122 -0.36825 0.51024
H 3.38241 0.51152 1.52740
C -2.82144 1.64112 0.28125
H -3.75533 1.88612 -0.22918
H -3.02783 1.43634 1.32640
H -2.12327 2.47488 0.23402
C -3.17429 -1.19139 -0.13254
H -3.25117 -1.28871 0.94951
H -4.15998 -0.99481 -0.57214
H -2.74722 -2.11175 -0.54032
F -4.36707 0.55004 5.41997
C -3.28918 0.39834 4.65697
C -2.58634 1.52374 4.27377
F -2.96723 2.76215 4.66100
C -1.47304 1.40853 3.48619
F -0.72368 2.50056 3.10704
C -1.04920 0.13257 3.01786
S 0.38944 -0.02239 2.00810
C -1.79807 -0.98987 3.42185
F -1.40257 -2.20986 2.99661
C -2.88519 -0.84606 4.22485
F -3.56918 -1.92153 4.62005
*
```

Atom charges from the natural (NBO) analysis, given in e for atoms 1 to 8: 0.505 1.210 -0.893 0.261 -0.582 0.224 -0.208 -0.063


DFT (ωB97M-V/def2-TZVPD) results for C17H23F5LaNO3P2 as an isolated structure.

The calculation puts the total energy at -2155.21358 a.u. As for the largest force on an atom: 0.049 Eh/bohr.

The geometry in ORCA input format:
```
! RIJCOSX wB97M-V def2-TZVPD def2/J DEFGRID3
* xyz 2 1
La -0.56576 -0.56545 -0.14673
P -1.69716 2.10202 -0.51382
C -0.63507 2.36903 -2.03513
C 0.83078 1.92522 -2.02714
N 1.19824 0.81569 -1.29916
C 2.53804 0.49494 -1.32365
C 3.49206 1.24713 -2.02225
C 3.08893 2.31660 -2.81635
C 1.73514 2.64858 -2.81850
C 3.04903 -0.69916 -0.53306
P 1.87322 -2.08685 -0.08216
H 1.38328 3.50202 -3.41991
H 4.56224 0.98464 -1.97031
H 3.81265 2.88874 -3.41438
H 3.82778 -1.20928 -1.13123
H 3.52688 -0.34612 0.40267
H -1.15233 1.90328 -2.90422
H -0.65855 3.46870 -2.14508
H -1.69956 -2.83921 -3.47286
O -1.34384 -1.93771 -3.61786
H -1.73550 -1.63989 -4.45185
H -1.37851 -4.40365 -0.76359
O -0.92890 -4.45233 -1.63406
H -1.01647 -5.38834 -1.91090
C 2.40250 -3.22307 -1.41914
H 3.44341 -3.51268 -1.22569
H 1.76093 -4.11275 -1.45417
H 2.37170 -2.72238 -2.39617
C 2.81311 -2.82424 1.29977
H 2.28647 -3.70140 1.69492
H 3.80634 -3.13916 0.96070
H 2.95458 -2.10429 2.11441
C -1.30529 3.66089 0.32395
H -1.72508 4.47703 -0.27094
H -1.76202 3.68205 1.31696
H -0.23179 3.83854 0.41313
C -3.32253 2.62141 -1.15486
H -4.08588 2.46907 -0.38470
H -3.28543 3.68937 -1.38745
H -3.61976 2.08363 -2.05837
F -3.75646 -0.35156 6.27863
C -2.90496 -0.29597 5.23237
C -3.21253 -0.96696 4.03364
F -4.36589 -1.66734 3.94847
C -2.34503 -0.87893 2.96374
F -2.60375 -1.55719 1.76941
C -1.19214 -0.06959 3.03788
O -0.42035 0.09744 1.96802
C -0.88647 0.57433 4.25526
F 0.24130 1.31641 4.30598
C -1.72816 0.45448 5.35591
F -1.43341 1.06428 6.52988
*
```

Atom charges from the Löwdin analysis, given in e for atoms 1 to 8: 1.855 0.757 -0.303 -0.297 -0.062 -0.288 0.001 0.004


DFT (ωB97M-V/def2-TZVPD) results for C17H23GeN2OS2SeTi as an isolated structure.

The calculation puts the total energy at -6970.27842 a.u. As for the largest force on an atom: 0.031 Eh/bohr.

The geometry in ORCA input format:
```
! RIJCOSX wB97M-V def2-TZVPD def2/J DEFGRID3
* xyz 1 1
Ti 0.25686 0.52936 0.67042
S -0.33399 -0.08060 -1.68945
C -1.09426 -1.16491 -0.62818
N -1.19041 -0.83249 0.66475
C -1.67961 -1.90234 1.46812
C -1.84538 -1.88532 2.84397
C -2.33678 -3.01889 3.46614
C -2.67112 -4.15204 2.71902
C -2.51699 -4.16400 1.34247
C -2.01177 -3.02195 0.73352
S -1.66274 -2.75173 -0.95450
H -1.60954 -1.00123 3.40602
H -2.47211 -3.02710 4.54625
H -3.05474 -5.03201 3.22099
H -2.78143 -5.04124 0.76054
O 1.75570 -0.60373 0.41604
N 1.97567 0.35679 1.38532
C 1.65177 0.08690 2.73276
C 1.84186 1.10052 3.64772
C 2.31732 2.36188 3.28034
C 2.56911 2.61170 1.95957
C 2.36527 1.64928 0.95667
H 1.45014 -0.93489 2.95955
H 1.63650 0.87790 4.68491
H 2.48760 3.12518 4.02991
H 2.95957 3.57311 1.64886
H 2.78168 1.70140 -0.01542
C -3.15315 5.41210 3.45891
Ge -2.30846 3.76714 2.94246
C -3.48161 2.24471 3.13714
C -0.69156 3.35971 3.91562
C -1.72020 4.03118 1.08573
Se -1.26214 2.48284 -0.00396
C -3.06945 1.86889 -0.35152
H -3.42866 5.39624 4.51790
H -4.06077 5.55295 2.86419
H -2.48105 6.25725 3.28279
H -3.68247 2.10346 4.20583
H -3.00104 1.33956 2.76189
H -4.44335 2.38328 2.62776
H -0.88041 3.23382 4.98822
H 0.06953 4.13759 3.77946
H -0.30807 2.42161 3.52349
H -0.82331 4.64573 1.10166
H -2.45719 4.56382 0.49040
H -3.61282 1.84553 0.57203
H -3.01927 0.88795 -0.78945
H -3.52108 2.55939 -1.05001
*
```

Atom charges from the natural (NBO) analysis, given in e for atoms 1 to 8: 1.171 -0.008 -0.128 -0.647 0.179 -0.252 -0.178 -0.196


Copy entry 4 word for word.
DFT (ωB97M-V/def2-TZVPD) results for C17H23GeN2OS2SeTi as an isolated structure.

The calculation puts the total energy at -6970.27842 a.u. As for the largest force on an atom: 0.031 Eh/bohr.

The geometry in ORCA input format:
```
! RIJCOSX wB97M-V def2-TZVPD def2/J DEFGRID3
* xyz 1 1
Ti 0.25686 0.52936 0.67042
S -0.33399 -0.08060 -1.68945
C -1.09426 -1.16491 -0.62818
N -1.19041 -0.83249 0.66475
C -1.67961 -1.90234 1.46812
C -1.84538 -1.88532 2.84397
C -2.33678 -3.01889 3.46614
C -2.67112 -4.15204 2.71902
C -2.51699 -4.16400 1.34247
C -2.01177 -3.02195 0.73352
S -1.66274 -2.75173 -0.95450
H -1.60954 -1.00123 3.40602
H -2.47211 -3.02710 4.54625
H -3.05474 -5.03201 3.22099
H -2.78143 -5.04124 0.76054
O 1.75570 -0.60373 0.41604
N 1.97567 0.35679 1.38532
C 1.65177 0.08690 2.73276
C 1.84186 1.10052 3.64772
C 2.31732 2.36188 3.28034
C 2.56911 2.61170 1.95957
C 2.36527 1.64928 0.95667
H 1.45014 -0.93489 2.95955
H 1.63650 0.87790 4.68491
H 2.48760 3.12518 4.02991
H 2.95957 3.57311 1.64886
H 2.78168 1.70140 -0.01542
C -3.15315 5.41210 3.45891
Ge -2.30846 3.76714 2.94246
C -3.48161 2.24471 3.13714
C -0.69156 3.35971 3.91562
C -1.72020 4.03118 1.08573
Se -1.26214 2.48284 -0.00396
C -3.06945 1.86889 -0.35152
H -3.42866 5.39624 4.51790
H -4.06077 5.55295 2.86419
H -2.48105 6.25725 3.28279
H -3.68247 2.10346 4.20583
H -3.00104 1.33956 2.76189
H -4.44335 2.38328 2.62776
H -0.88041 3.23382 4.98822
H 0.06953 4.13759 3.77946
H -0.30807 2.42161 3.52349
H -0.82331 4.64573 1.10166
H -2.45719 4.56382 0.49040
H -3.61282 1.84553 0.57203
H -3.01927 0.88795 -0.78945
H -3.52108 2.55939 -1.05001
*
```

Atom charges from the natural (NBO) analysis, given in e for atoms 1 to 8: 1.171 -0.008 -0.128 -0.647 0.179 -0.252 -0.178 -0.196